# 1
A gas-phase ion, C8H15N2O2 (charge +1), computed with ωB97M-V/def2-TZVPD.

Values from the calculation:
**Energy relative to the best compared isomer or geometry (same formula, charge and spin)**: 1.097 eV
**DFT total energy**: -15599.959 eV
**2S+1**: 3
**Charge**: +1

Structure (XYZ):
```
27
Properties=species:S:1:pos:R:3:forces:R:3:lowdin_charge:R:1
C -0.813 -0.496 -0.990 3.615 -0.918 1.564 -0.02
C 0.384 -0.189 -0.178 -1.171 -1.557 -2.657 -0.24
C 0.812 0.405 2.217 -2.854 -0.443 -4.499 -0.35
C 1.130 -0.768 2.977 0.482 -4.683 2.185 0.01
C 1.566 0.280 -2.334 0.007 0.354 1.346 -0.09
C -0.065 2.641 2.464 0.292 2.841 -0.788 -0.02
C -2.941 -1.498 -2.412 -0.520 -4.038 -0.344 -0.05
C 1.686 -0.428 -0.989 0.311 2.401 2.403 -0.16
N 0.250 0.268 0.996 1.093 2.029 3.767 0.20
N -2.002 0.072 -0.986 0.096 3.452 2.563 0.06
O 0.593 1.474 2.877 0.669 0.193 1.822 0.02
O -3.007 -0.323 -1.627 -1.918 -1.039 -1.753 -0.04
H -0.600 -1.311 -1.610 0.315 -0.596 -1.942 0.10
H 1.181 -0.565 4.048 0.292 0.432 -0.142 0.09
H 2.002 -1.530 2.783 -1.350 2.075 -0.381 0.14
H 0.218 -1.492 2.963 1.272 1.341 -0.398 0.14
H 0.861 -0.143 -3.017 -0.467 -0.241 -0.371 0.07
H 2.521 0.250 -2.733 1.831 -0.277 -1.359 0.06
H 1.404 1.344 -2.189 -0.504 0.092 0.061 0.10
H -0.379 2.651 1.412 0.630 -0.188 0.170 0.10
H 0.602 3.540 2.733 -0.774 -1.544 -0.740 0.14
H -0.979 2.844 3.011 -0.084 -0.724 0.565 0.10
H -2.388 -1.399 -3.346 0.317 0.826 0.105 0.10
H -3.981 -1.783 -2.768 1.178 0.562 1.027 0.13
H -2.436 -2.425 -1.888 -1.294 1.909 -0.584 0.14
H 2.590 0.065 -0.370 -2.003 -1.376 -1.347 0.17
H 1.790 -1.486 -1.044 0.541 -0.881 -0.273 0.10
```
Positions in Å, forces in eV/Å.

***

# 2
A molecular structure, C43H40N4O5PS2Se2Ta, computed with ωB97M-V/def2-TZVPD.

Values from the calculation:
**Energy relative to the best compared isomer or geometry (same formula, charge and spin)**: 0.707 eV
**DFT total energy**: -224647.610 eV
**Charge**: 0

Structure (XYZ):
```
98
Properties=species:S:1:pos:R:3:forces:R:3:lowdin_charge:R:1
Ta 0.217 -0.409 -0.036 0.321 0.659 -0.047 1.08
S 0.893 -0.931 2.224 -0.071 -0.236 -0.015 0.70
C 1.453 -2.602 2.173 0.026 -0.008 -0.034 -0.66
C 1.520 -3.338 3.354 -0.011 -0.002 0.040 -0.12
C 1.966 -4.649 3.338 -0.002 -0.016 0.039 -0.10
C 2.353 -5.234 2.138 0.018 -0.039 -0.011 -0.10
C 2.290 -4.510 0.959 0.016 -0.033 0.000 -0.12
C 1.847 -3.189 0.965 -0.002 0.087 0.057 -0.71
S 1.825 -2.245 -0.519 0.152 -0.441 0.065 0.57
H 1.209 -2.874 4.283 0.017 -0.011 -0.046 0.10
H 2.008 -5.216 4.260 -0.002 0.019 -0.020 0.10
H 2.702 -6.259 2.121 -0.013 0.024 -0.003 0.10
H 2.586 -4.966 0.022 -0.012 0.025 0.017 0.10
Se -2.410 0.460 -0.324 0.155 0.081 0.049 0.50
P -3.086 -1.582 -0.176 -0.013 -0.061 -0.141 0.25
Se -1.205 -2.657 -0.086 0.091 -0.172 -0.096 0.41
C -4.149 -1.848 1.257 -0.042 0.009 0.079 -0.40
C -4.444 -3.159 1.628 0.005 -0.063 0.006 -0.09
C -5.264 -3.401 2.715 -0.024 0.006 0.027 -0.07
C -5.794 -2.337 3.436 0.006 0.006 -0.004 -0.07
C -5.501 -1.033 3.069 -0.017 -0.005 0.016 -0.07
C -4.677 -0.785 1.979 0.020 0.040 -0.007 -0.11
C -4.082 -2.123 -1.585 -0.071 0.030 -0.019 -0.39
C -3.586 -3.011 -2.533 0.037 0.024 -0.012 -0.10
C -4.375 -3.370 -3.618 0.008 -0.032 -0.033 -0.08
C -5.648 -2.840 -3.762 -0.009 0.002 -0.003 -0.08
C -6.142 -1.948 -2.818 -0.005 -0.001 -0.008 -0.07
C -5.364 -1.593 -1.731 -0.042 0.019 0.044 -0.08
H -4.023 -3.992 1.076 0.000 0.030 -0.012 0.11
H -5.488 -4.420 3.006 0.008 0.023 -0.008 0.11
H -6.433 -2.528 4.289 0.012 0.006 -0.015 0.11
H -5.908 -0.201 3.631 0.000 -0.022 -0.003 0.11
H -4.437 0.234 1.697 -0.001 -0.032 -0.006 0.07
H -2.586 -3.409 -2.424 -0.002 0.008 0.001 0.06
H -3.991 -4.066 -4.353 -0.011 0.020 0.020 0.10
H -6.259 -3.120 -4.612 0.019 0.003 0.017 0.11
H -7.135 -1.532 -2.929 0.021 -0.008 0.002 0.11
H -5.755 -0.900 -0.994 0.023 -0.021 -0.003 0.11
O 0.625 2.248 -5.932 -0.017 0.107 0.133 0.13
C 0.580 1.039 -6.467 -0.029 -0.058 -0.052 -0.50
O 0.705 0.864 -7.654 0.005 -0.023 0.031 0.10
C 0.361 -0.123 -5.557 0.023 -0.021 -0.110 -0.05
C 0.248 -1.399 -6.057 -0.005 0.094 -0.024 0.00
N 0.066 -2.203 -4.998 -0.018 -0.224 0.046 0.01
N 0.055 -1.568 -3.830 0.041 0.196 -0.059 0.14
C 0.234 -0.293 -4.152 0.008 0.328 0.038 -0.14
C 0.302 0.735 -3.071 0.044 -0.597 -0.057 -0.49
O 0.385 1.928 -3.289 -0.031 -0.017 -0.047 0.11
O 0.286 0.218 -1.877 -0.268 0.099 -0.309 -0.30
H 0.496 2.218 -4.952 0.040 0.008 -0.017 0.07
H 0.286 -1.753 -7.074 0.004 0.034 0.062 0.14
H -0.040 -3.201 -5.002 -0.019 -0.101 0.006 0.16
C 3.842 -0.262 -2.614 0.025 -0.023 0.007 -0.03
N 4.414 0.164 -1.349 -0.093 0.036 0.004 -0.07
C 5.866 0.154 -1.287 0.021 -0.033 -0.008 -0.16
C 6.346 0.139 0.148 -0.014 -0.007 -0.023 -0.15
C 5.619 1.228 0.904 0.038 0.031 -0.009 -0.15
N 4.184 1.030 0.801 -0.087 -0.041 0.027 -0.06
C 3.373 1.604 1.855 0.035 0.157 -0.005 -0.04
C 3.603 0.603 -0.345 0.296 -0.394 -0.273 -0.45
O 2.369 0.588 -0.518 -0.484 0.326 0.451 -0.16
H 4.128 -1.295 -2.825 0.005 0.015 0.018 0.09
H 4.194 0.374 -3.431 0.005 0.023 0.042 0.10
H 2.762 -0.211 -2.557 -0.004 0.001 -0.011 0.05
H 6.271 1.021 -1.823 -0.007 0.016 0.021 0.13
H 6.214 -0.736 -1.815 -0.007 -0.009 -0.001 0.12
H 7.424 0.296 0.186 -0.004 0.013 -0.005 0.12
H 6.126 -0.828 0.605 -0.014 0.004 -0.002 0.13
H 5.901 2.217 0.517 -0.015 -0.001 0.002 0.13
H 5.878 1.214 1.963 -0.005 -0.034 0.014 0.12
H 3.772 1.300 2.824 0.004 -0.014 -0.015 0.10
H 2.357 1.246 1.772 0.002 0.014 -0.026 0.01
H 3.373 2.699 1.798 0.007 -0.017 0.002 0.10
C -0.110 6.790 1.075 0.003 0.036 0.004 -0.10
C 0.922 6.315 0.278 0.020 -0.006 -0.014 -0.09
C 1.025 4.957 0.017 -0.018 -0.003 0.034 -0.04
C 0.120 4.046 0.566 0.029 0.045 -0.076 -0.21
C -0.925 4.539 1.348 -0.086 0.020 -0.009 -0.03
C -1.037 5.897 1.598 -0.034 -0.006 0.021 -0.08
C 0.297 2.614 0.239 0.021 -0.042 -0.086 -0.11
C 0.028 1.542 1.006 -0.143 0.234 0.327 -0.41
C -0.393 1.744 2.431 0.005 -0.036 0.008 -0.35
C 0.419 2.507 3.276 -0.004 -0.003 0.020 -0.06
C 0.098 2.697 4.611 0.023 0.011 0.004 -0.07
C -1.049 2.127 5.142 -0.009 0.018 0.045 -0.09
C -1.864 1.363 4.321 -0.049 -0.031 -0.003 -0.08
C -1.536 1.168 2.988 0.110 0.003 -0.014 -0.10
H -0.201 7.850 1.276 0.008 -0.031 -0.007 0.10
H 1.641 7.002 -0.152 -0.021 -0.004 0.012 0.10
H 1.817 4.586 -0.625 -0.005 0.005 0.007 0.11
H -1.659 3.855 1.756 0.041 0.047 -0.030 0.12
H -1.858 6.262 2.204 0.023 -0.005 -0.018 0.10
H 0.715 2.465 -0.752 -0.012 -0.020 0.028 0.08
H 1.303 2.981 2.871 0.001 -0.006 -0.002 0.10
H 0.747 3.298 5.238 -0.010 -0.016 -0.024 0.10
H -1.302 2.272 6.185 0.009 0.001 -0.023 0.10
H -2.760 0.901 4.721 0.021 0.011 -0.010 0.10
H -2.172 0.553 2.370 -0.013 -0.031 0.025 0.03
```
Positions in Å, forces in eV/Å.

***

# 3
A molecular structure, C26H31N3O6PPdS3Te, computed with ωB97M-V/def2-TZVPD.

Values from the calculation:
**Energy relative to the best compared isomer or geometry (same formula, charge and spin)**: 1.693 eV
**DFT total energy**: -96791.527 eV
**2S+1**: 2
**Charge**: -2

Structure (XYZ):
```
72
Properties=species:S:1:pos:R:3:forces:R:3:lowdin_charge:R:1
Pd 0.730 0.774 0.585 1.495 -1.119 -0.520 0.17
C 1.625 -3.068 -2.402 0.003 0.056 0.068 -0.08
C 2.034 -1.861 -1.568 -0.036 -0.307 0.251 -0.35
O 2.026 -2.205 -0.188 -0.079 -0.058 0.014 -0.47
P 0.826 -1.588 0.819 -0.486 -0.196 -0.716 0.25
S 2.702 1.837 -0.658 0.144 0.775 -0.411 -0.29
S 1.155 -2.669 2.460 -0.003 0.019 0.330 0.05
O -0.508 -2.218 0.006 -0.206 -0.195 0.112 -0.42
C -1.148 -3.456 0.281 0.064 0.283 -0.140 -0.37
C -2.630 -3.202 0.506 0.085 0.049 -0.031 -0.08
H 1.690 -2.842 -3.474 -0.015 -0.027 0.098 0.07
H 0.600 -3.358 -2.155 0.071 0.019 -0.055 0.05
H 2.283 -3.913 -2.176 -0.047 0.044 -0.057 0.07
H 1.371 -1.021 -1.744 -0.192 0.343 -0.094 0.07
H 3.043 -1.537 -1.824 0.099 0.054 -0.009 0.10
H -0.699 -3.919 1.157 0.081 -0.052 0.115 0.03
H -1.001 -4.133 -0.573 0.027 0.014 0.003 0.09
H -2.753 -2.519 1.350 -0.013 -0.064 -0.043 0.08
H -3.154 -4.142 0.715 0.001 0.075 -0.016 0.07
H -3.075 -2.730 -0.376 -0.019 -0.027 0.126 0.05
Te 3.338 0.805 1.338 0.816 -0.158 -0.023 0.82
C 5.012 -0.317 0.547 -0.196 -0.055 0.259 -0.54
C 6.174 0.358 0.180 -0.057 0.030 -0.059 -0.17
C 7.301 -0.343 -0.233 -0.029 -0.024 -0.004 -0.12
C 7.274 -1.734 -0.287 -0.077 0.019 0.008 -0.13
C 6.115 -2.412 0.073 0.069 0.077 -0.032 -0.10
C 4.991 -1.708 0.497 -0.079 -0.115 0.065 -0.14
H 6.186 1.444 0.209 0.026 -0.043 0.001 0.08
H 8.203 0.193 -0.509 -0.041 -0.005 -0.007 0.09
H 8.151 -2.283 -0.613 -0.029 0.017 0.013 0.08
H 6.084 -3.496 0.022 -0.016 0.045 0.026 0.09
H 4.084 -2.240 0.776 0.112 0.065 -0.043 0.08
N 1.188 4.716 7.482 0.049 0.440 0.869 0.14
C 1.126 4.212 6.459 -0.128 -0.356 -0.694 -0.19
C 1.058 3.579 5.175 0.022 -0.246 -0.509 -0.24
C 0.828 2.216 5.050 -0.067 -0.166 0.490 0.00
C 0.847 1.643 3.791 -0.052 -0.378 -0.080 -0.13
N 1.091 2.332 2.683 -0.301 0.173 0.454 -0.02
C 1.255 3.638 2.798 0.145 0.253 -0.361 -0.13
C 1.251 4.307 4.010 0.035 0.482 0.117 -0.02
H 0.647 1.614 5.931 0.017 -0.061 -0.072 0.12
H 0.677 0.582 3.643 -0.005 -0.094 0.080 0.10
H 1.424 4.159 1.862 0.036 0.089 0.010 0.12
H 1.403 5.377 4.058 0.043 -0.014 -0.077 0.11
C -2.942 -3.051 -3.292 -0.014 0.038 0.010 -0.05
C -3.200 -1.582 -3.094 -0.039 0.001 -0.054 -0.27
C -4.469 -1.046 -3.283 -0.037 -0.014 0.002 -0.05
C -4.700 0.312 -3.114 -0.001 0.039 0.031 -0.07
C -3.643 1.141 -2.769 -0.106 -0.083 -0.047 -0.29
C -2.366 0.627 -2.571 -0.043 0.021 0.031 -0.02
C -2.159 -0.733 -2.721 0.098 -0.026 0.010 -0.01
S -3.966 2.872 -2.574 -0.025 0.458 0.261 0.61
O -5.399 3.030 -2.521 0.002 -0.054 0.044 -0.33
O -3.230 3.594 -3.577 0.102 -0.137 0.136 -0.30
N -3.365 3.299 -1.108 -0.089 -0.508 -0.105 -0.13
C -3.994 2.627 0.061 0.162 0.123 -0.082 -0.22
C -3.021 2.622 1.244 0.164 0.075 -0.355 -0.10
C -1.755 1.798 0.957 -0.343 -0.031 -0.179 -0.69
O -1.481 0.838 1.691 -0.691 0.578 0.247 -0.07
O -1.070 2.173 -0.057 -0.452 -0.137 0.374 -0.15
H -3.865 -3.585 -3.525 0.031 -0.005 0.015 0.07
H -2.502 -3.489 -2.395 0.026 -0.028 -0.008 0.06
H -2.238 -3.208 -4.112 0.004 -0.025 0.009 0.08
H -5.292 -1.702 -3.549 0.037 0.032 -0.011 0.10
H -5.685 0.747 -3.236 0.052 -0.085 0.003 0.10
H -1.550 1.266 -2.261 0.051 -0.003 0.054 0.11
H -1.177 -1.147 -2.516 -0.011 0.030 0.025 0.11
H -2.348 3.097 -1.072 -0.031 0.127 0.090 0.08
H -4.279 1.598 -0.179 0.047 -0.065 -0.030 0.12
H -4.907 3.162 0.320 -0.015 0.062 -0.053 0.10
H -3.510 2.211 2.122 -0.101 -0.005 0.068 0.11
H -2.712 3.653 1.446 -0.048 -0.039 0.057 0.11
```
Positions in Å, forces in eV/Å.

***

- Look up the DFT total energy of the first one.
  -15599.959 eV